A cluster of 16 separate species, C39H112BrNO21P in total in a non-equilibrium geometry. Source: the Open Molecules 2025 dataset; level of theory: ωB97M-V with the def2-TZVPD basis set.

LUMO = -4.1 eV
HOMO = -10.377 eV
charge = +1
E_tot = -6102.2975 Ha

Last column: Mulliken charge in e.
Element x y z (Å)
C -4.612 -1.465 3.079  -0.54
C -5.744 -1.824 1.927  -0.34
C -5.155 -1.234 0.503  -0.53
C -4.020 -2.227 -0.170  0.03
C -2.465 -1.760 0.197  -0.45
C -2.219 -0.275 -0.463  -0.27
C -0.657 0.059 -0.841  -0.09
C -0.612 1.695 -1.174  -0.68
C -0.355 2.458 0.289  0.80
C -0.502 4.097 0.174  -0.47
C 0.791 4.834 0.915  -0.56
C 0.595 4.962 2.560  0.38
C 2.097 4.750 3.232  -0.64
C 2.070 4.157 4.760  -0.63
N 2.606 2.714 4.872  0.30
Br 1.629 1.719 3.566  0.28
C 2.282 2.268 6.280  -0.84
C 2.844 0.789 6.699  -0.38
P 1.665 -0.668 6.329  0.84
O 1.927 -1.362 4.897  -0.60
O 1.978 -1.910 7.516  -0.35
C 3.381 -2.349 7.507  -0.15
C 3.614 -3.909 7.036  -0.93
O -0.051 -0.250 6.517  -0.25
C -0.707 -1.407 7.150  -0.26
C -2.372 -1.356 7.052  -0.79
C 4.069 2.648 4.495  -0.72
O 4.201 1.474 3.572  0.13
C 5.597 1.298 3.144  -0.51
O 5.861 1.612 1.731  -0.42
C 4.915 0.947 0.822  0.41
C 5.035 -0.691 0.774  -0.37
O 3.748 -1.379 1.123  -0.49
H -3.805 -2.323 3.076  0.15
H -4.061 -0.485 2.728  0.14
H -5.162 -1.359 4.115  0.16
H -6.766 -1.344 2.246  0.24
H -5.822 -2.993 1.853  0.17
H -6.076 -1.224 -0.248  0.29
H -4.808 -0.119 0.617  0.19
H -4.271 -3.316 0.191  0.38
H -4.139 -2.164 -1.353  -0.17
H -2.378 -1.771 1.384  0.04
H -1.747 -2.595 -0.210  0.29
H -2.886 -0.142 -1.427  0.09
H -2.563 0.514 0.338  0.06
H 0.025 -0.094 0.100  0.05
H -0.240 -0.566 -1.756  0.23
H -1.634 2.074 -1.655  0.30
H 0.286 1.963 -1.887  0.32
H 0.712 2.105 0.679  -0.63
H -1.154 2.040 1.035  -0.09
H -1.482 4.521 0.662  0.32
H -0.421 4.401 -0.978  0.04
H 1.733 4.178 0.615  0.12
H 0.932 5.872 0.380  0.37
H -0.082 4.100 2.996  -0.53
H 0.170 6.034 2.860  0.36
H 2.554 5.850 3.313  0.37
H 2.842 4.174 2.501  0.20
H 0.970 4.200 5.223  0.36
H 2.732 4.846 5.473  0.42
H 1.091 2.205 6.341  0.32
H 2.571 3.134 7.049  0.40
H 2.981 0.810 7.885  0.38
H 3.892 0.505 6.265  0.26
H 3.749 -2.297 8.642  0.29
H 4.106 -1.691 6.866  0.09
H 3.899 -3.872 5.884  0.22
H 2.707 -4.618 7.250  0.26
H 4.608 -4.270 7.590  0.32
H -0.478 -1.512 8.312  0.23
H -0.400 -2.382 6.546  0.34
H -2.846 -1.031 8.096  0.33
H -2.762 -0.721 6.150  0.01
H -2.703 -2.494 6.913  0.24
H 4.760 2.368 5.427  0.43
H 4.517 3.635 4.054  0.37
H 6.353 1.895 3.813  0.35
H 5.855 0.146 3.312  0.21
H 5.159 1.361 -0.271  0.23
H 3.784 1.210 1.009  -0.31
H 5.217 -0.971 -0.372  0.21
H 5.923 -1.123 1.408  0.31
H 3.064 -1.154 0.399  0.28
C -8.634 -3.588 3.929  -0.36
O -8.794 -3.236 2.567  -0.49
H -7.767 -3.060 4.332  -0.04
H -9.527 -3.298 4.488  0.34
H -8.473 -4.666 4.012  0.27
H -9.570 -3.719 2.236  0.27
C -1.456 -1.575 -4.267  -0.71
O -2.642 -1.446 -3.504  -0.35
H -0.763 -2.234 -3.737  0.33
H -1.694 -2.009 -5.241  0.19
H -0.995 -0.593 -4.396  0.30
H -3.237 -0.856 -3.999  0.18
C -2.491 3.201 4.719  -0.30
O -3.080 2.010 5.208  -0.49
H -3.244 3.768 4.167  0.33
H -2.129 3.800 5.558  0.29
H -1.663 2.951 4.052  -0.06
H -2.390 1.528 5.694  0.25
C -6.111 -3.027 7.130  -0.27
O -6.199 -3.734 5.907  -0.41
H -6.666 -2.090 7.040  0.24
H -6.544 -3.629 7.932  0.33
H -5.063 -2.808 7.350  -0.06
H -5.698 -4.560 6.017  0.24
C 7.805 1.937 -2.154  0.01
O 7.994 0.831 -1.291  -0.56
H 7.891 1.598 -3.189  0.04
H 6.810 2.360 -1.994  0.20
H 8.570 2.691 -1.955  -0.05
H 7.911 1.162 -0.380  0.29
C 9.182 4.045 -4.827  -0.70
O 7.996 4.175 -4.064  -0.46
H 9.875 3.387 -4.297  0.27
H 8.944 3.612 -5.801  0.32
H 9.643 5.027 -4.956  0.34
H 7.402 4.764 -4.559  0.25
C -4.063 -4.830 -2.732  -0.63
O -4.245 -5.014 -1.340  -0.52
H -4.814 -4.126 -3.098  0.35
H -3.065 -4.427 -2.920  0.19
H -4.184 -5.787 -3.246  0.32
H -3.565 -5.644 -1.044  0.27
C -1.781 -0.415 -8.232  -0.72
O -2.400 -0.992 -7.096  -0.32
H -0.776 -0.830 -8.338  0.29
H -2.366 -0.649 -9.124  0.28
H -1.714 0.667 -8.100  0.27
H -3.289 -0.605 -7.027  0.20
C -0.891 6.509 -3.814  -0.54
O -1.509 5.932 -2.679  -0.45
H 0.114 6.094 -3.921  0.22
H -1.476 6.275 -4.707  0.25
H -0.824 7.592 -3.683  0.26
H -2.399 6.319 -2.610  0.27
C -2.102 -4.347 -9.641  -0.57
O -3.411 -3.836 -9.473  -0.55
H -2.162 -5.331 -10.112  0.27
H -1.526 -3.674 -10.282  0.29
H -1.618 -4.440 -8.666  0.23
H -3.326 -2.963 -9.054  0.30
C 5.557 1.563 -5.455  -0.29
O 5.469 0.855 -6.678  -0.54
H 5.003 2.499 -5.545  0.25
H 5.124 0.961 -4.653  0.23
H 6.605 1.782 -5.235  0.07
H 5.970 0.029 -6.568  0.30
C -4.496 -5.998 -6.458  -0.30
O -5.098 -5.413 -7.598  -0.54
H -5.246 -6.585 -5.922  0.27
H -3.680 -6.654 -6.771  0.25
H -4.115 -5.212 -5.802  0.04
H -4.410 -4.899 -8.053  0.32
C 9.960 5.381 -0.911  -0.54
O 9.800 5.733 -2.273  -0.50
H 10.827 5.909 -0.508  0.27
H 9.067 5.671 -0.352  0.23
H 10.120 4.304 -0.829  0.22
H 9.023 5.250 -2.604  0.35
C -5.370 2.040 -7.075  -0.58
O -5.181 0.935 -6.211  -0.45
H -5.284 1.702 -8.110  0.21
H -6.365 2.463 -6.914  0.29
H -4.605 2.795 -6.875  0.26
H -5.263 1.266 -5.301  0.28
C -1.846 -7.620 -3.290  -0.67
O -2.448 -7.035 -4.430  -0.38
H -2.596 -8.207 -2.754  0.23
H -1.030 -8.275 -3.603  0.31
H -1.465 -6.834 -2.634  0.26
H -1.759 -6.521 -4.885  0.27

Atomic forces in eV per Å
C -0.4 -0.3 -0.7
C 1.4 0.5 0.2
C -1.4 -0.7 -0.5
C -0.1 0.8 0.1
C -1.3 -0.5 0.0
C 0.4 -0.4 0.4
C -0.7 1.2 -0.2
C 0.4 -0.2 0.9
C -0.7 -0.2 -0.6
C 1.5 0.1 -0.1
C -0.8 -0.3 -0.7
C 1.2 -0.5 -0.4
C 0.3 1.6 0.0
C -0.4 2.4 0.2
N -0.1 1.3 -0.1
Br -1.0 -0.4 0.2
C -1.6 -1.0 2.0
C 0.3 0.8 1.5
P -0.6 -4.9 -4.1
O -0.8 3.4 5.4
O 0.5 2.8 -2.0
C 1.8 -1.3 1.4
C 1.0 0.8 -0.7
O 3.6 -1.1 1.0
C -2.2 -2.1 0.5
C 0.4 -0.7 0.5
C 3.1 -1.5 -0.1
O 1.9 2.5 1.1
C 1.5 -1.7 -0.2
O -2.0 -0.6 1.7
C -0.5 -0.6 -1.5
C -0.5 -0.2 -1.8
O 0.5 1.7 -1.4
H -1.6 1.7 0.3
H -1.2 -1.8 1.1
H 1.5 -0.2 -1.9
H 2.0 -1.0 -0.9
H -0.2 2.4 0.1
H 1.9 0.1 1.5
H -0.6 -2.2 -0.1
H 0.7 2.2 -0.9
H 0.4 -0.3 2.6
H 0.1 0.3 -2.6
H -1.2 1.8 0.6
H 1.4 -0.4 2.0
H 0.6 -1.4 -1.6
H -1.2 0.0 -1.8
H -1.0 1.2 2.0
H 2.3 -0.9 1.0
H -1.8 -0.5 1.3
H -2.1 1.0 -0.8
H 1.5 0.7 -1.3
H 1.8 -1.0 -1.2
H -0.5 -0.6 2.6
H -1.8 1.4 0.9
H -0.2 -1.8 1.4
H 1.1 1.8 -1.2
H 0.9 -2.5 -0.6
H -0.8 -2.4 -0.1
H -1.8 1.0 1.7
H 2.4 -0.4 -1.2
H -1.2 -1.7 -1.5
H 2.6 0.2 -0.3
H -0.2 -2.0 -1.9
H -0.4 0.0 -2.5
H -2.2 0.6 0.6
H -0.9 0.1 -2.5
H -1.6 -1.1 1.1
H -1.0 -0.4 2.4
H 1.8 1.5 -0.4
H -2.4 0.7 -1.1
H 0.0 0.3 -2.7
H -0.4 2.1 1.5
H 1.1 -0.4 -2.5
H 0.7 -1.3 1.8
H 0.7 2.6 0.1
H -1.9 0.8 -1.6
H -1.4 -1.8 0.6
H -1.5 -0.8 -1.5
H -0.9 2.4 -0.3
H -0.3 -0.8 2.6
H 2.2 -0.4 0.1
H 0.1 0.6 2.5
H -2.0 0.9 -1.1
H 1.8 -0.5 1.7
C -0.1 0.0 0.0
O -0.4 -0.1 -0.5
H -0.2 -0.2 -0.2
H 0.1 -0.1 0.2
H 0.1 0.0 0.3
H 0.5 0.3 0.1
C 0.0 -0.1 -0.2
O -0.5 0.3 0.1
H -0.2 0.1 0.1
H 0.3 0.1 0.1
H 0.2 -0.1 -0.2
H 0.3 -0.4 0.2
C 0.0 -0.3 0.2
O 0.2 -0.3 0.2
H 0.1 -0.2 0.1
H 0.1 0.3 -0.1
H 0.1 0.2 -0.1
H -0.4 0.1 -0.2
C 0.1 -0.2 0.1
O 0.3 -0.5 -0.1
H 0.1 -0.2 -0.1
H 0.0 0.2 0.2
H -0.1 0.2 0.2
H -0.3 0.4 -0.2
C 0.1 0.0 0.2
O -0.1 -0.2 0.6
H 0.0 0.0 0.3
H 0.0 0.2 -0.2
H -0.1 0.1 -0.2
H 0.1 -0.3 -0.5
C 0.3 0.1 -0.5
O -0.7 0.4 0.2
H -0.2 0.1 0.0
H 0.2 0.0 0.0
H 0.2 -0.2 -0.1
H 0.3 -0.3 0.3
C 0.0 -0.3 -0.1
O 0.2 -0.5 0.5
H 0.1 -0.1 0.2
H 0.0 0.1 -0.3
H 0.0 0.2 -0.2
H -0.5 0.3 -0.1
C -0.1 0.1 0.0
O -0.5 0.0 0.0
H -0.2 0.0 0.1
H 0.2 0.2 -0.2
H 0.1 0.0 -0.2
H 0.3 -0.1 0.1
C -0.2 0.1 -0.1
O -0.5 0.0 0.3
H -0.2 0.0 0.1
H 0.2 0.1 -0.2
H 0.1 0.0 -0.2
H 0.5 -0.3 0.0
C 0.2 0.1 0.0
O -0.3 0.4 0.3
H -0.1 0.2 0.1
H 0.2 -0.2 0.0
H 0.2 -0.1 -0.1
H -0.1 -0.4 -0.2
C 0.2 -0.2 0.0
O 0.1 -0.4 -0.2
H 0.1 -0.2 -0.1
H 0.0 0.2 0.2
H -0.1 0.2 0.2
H -0.3 0.5 -0.2
C 0.0 0.2 -0.3
O 0.1 0.2 -0.1
H 0.1 0.1 -0.1
H 0.0 -0.1 0.3
H 0.1 -0.2 0.3
H -0.4 -0.1 -0.1
C -0.1 0.0 -0.2
O -0.2 -0.1 -0.2
H -0.1 -0.1 -0.1
H 0.1 -0.1 0.3
H 0.1 0.0 0.3
H 0.2 0.2 -0.1
C -0.1 0.2 0.1
O 0.2 -0.3 0.6
H 0.0 0.0 0.2
H 0.1 0.1 -0.2
H -0.1 0.2 -0.2
H 0.0 -0.3 -0.5
C 0.1 0.1 -0.1
O 0.3 0.2 -0.4
H 0.0 0.1 -0.2
H 0.0 -0.1 0.3
H 0.1 -0.1 0.2
H -0.5 -0.3 0.2